(1)
A 15-piece molecular cluster, C2H33NO14 overall. Source: the Open Molecules 2025 dataset; level of theory: ωB97M-V/def2-TZVPD.

Results
* E_LUMO: -0.10 eV
* relative energy (zero: lowest compared OMol25 entry of this formula, charge and spin): 201.15 kJ/mol
* max |F|: 2.822 eV/A
* HOMO energy: -10.3 eV

Geometry (Å):
C 1.928 -1.048 0.933
C -0.044 -0.544 -0.483
N 0.751 -0.641 0.739
H 3.689 1.530 0.943
H 2.625 -1.421 0.244
H 2.254 -1.044 1.981
H -0.793 -1.332 -0.408
H 0.304 -0.868 -1.468
H -0.564 -1.672 4.154
H 0.511 -1.137 3.014
O 0.153 -1.853 3.570
H 1.969 -0.210 -3.977
H 1.244 0.431 -2.885
O 1.069 -0.020 -3.708
H -0.534 4.356 0.959
H -1.131 3.364 1.818
O -1.408 3.954 1.089
H 0.253 2.196 -3.149
H -0.048 2.329 -1.602
O 0.625 2.085 -2.282
H -1.903 2.723 -0.108
H -2.119 1.658 -1.257
O -1.445 2.037 -0.675
H 0.492 -3.231 1.400
H 0.058 -4.096 2.413
O 0.156 -4.133 1.457
H -4.147 1.210 0.453
H -3.143 0.124 0.370
O -3.622 0.767 -0.241
H -2.720 -3.302 -0.470
H -1.642 -3.721 0.546
O -2.557 -3.420 0.465
H -1.952 -0.777 -3.224
H -0.703 0.072 -3.702
O -1.640 -0.020 -3.690
H 2.608 3.035 -0.362
H 1.722 2.135 -0.961
O 2.427 2.097 -0.299
H 2.101 -2.108 -3.210
H 2.950 -1.186 -2.222
O 2.957 -1.927 -2.861
H -0.874 0.824 3.186
H 2.935 1.596 2.112
O 3.739 1.146 1.825
H -1.341 -0.389 1.616
H -1.820 -1.939 2.015
O -2.019 -1.042 1.784
H -0.496 0.498 -0.405
H -0.155 1.322 1.920
O -0.699 1.591 2.645

***

(2)
A 10-piece molecular cluster, C36H66N5O26P overall. Source: the Open Molecules 2025 dataset; level of theory: ωB97M-V/def2-TZVPD.

Results
* charge: -1
* spin multiplicity: 2
* E_LUMO (spin up / spin down): 1.05 / 1.05 eV
* max |F|: 6.334 eV/A
* HOMO energy (spin up / spin down): -1.2 / -4.8 eV

Geometry (Å):
C 2.473 -2.687 3.040
N 2.157 -2.134 1.712
O 2.459 -2.751 0.692
O 1.407 -1.134 1.706
H 3.546 -2.667 3.226
H 2.087 -3.706 3.033
H 1.917 -2.123 3.790
C -1.358 6.253 0.913
N -0.974 5.820 -0.508
O 0.044 6.347 -0.957
O -1.792 5.069 -1.007
H -2.223 6.897 0.753
H -0.560 6.756 1.461
H -1.708 5.405 1.503
C 2.070 2.894 -4.145
C 1.705 1.589 -4.895
C 0.313 1.251 -5.349
O 0.400 1.231 -6.768
C 1.655 1.052 -7.115
O 2.014 0.751 -8.242
O 2.412 1.506 -6.116
H 1.498 2.892 -3.217
H 1.763 3.753 -4.743
H 3.107 3.059 -3.854
H 2.079 0.694 -4.398
H -0.365 2.046 -5.040
H -0.066 0.349 -4.870
C 1.029 3.214 -0.463
C 0.762 1.703 -0.167
C -0.686 1.371 -0.152
O -0.802 0.357 -1.150
C 0.440 0.144 -1.672
O 0.602 -0.628 -2.608
O 1.282 0.977 -1.172
H 2.064 3.230 -0.807
H 0.887 3.736 0.483
H 0.271 3.557 -1.167
H 1.341 1.395 0.703
H -1.238 2.266 -0.437
H -1.055 0.941 0.779
C -5.374 0.312 1.367
C -4.861 1.530 2.144
C -4.839 1.639 3.671
O -3.647 2.299 3.938
C -2.871 2.267 2.898
O -1.694 2.657 2.775
O -3.489 1.829 1.856
H -6.446 0.319 1.174
H -5.040 -0.599 1.863
H -4.943 0.400 0.370
H -5.396 2.387 1.734
H -4.809 0.608 4.021
H -5.680 2.228 4.040
C 2.029 -1.992 -5.435
C 0.888 -2.275 -6.355
C 1.269 -2.638 -7.785
O 0.405 -3.640 -8.168
C -0.185 -4.147 -7.011
O -0.762 -5.279 -6.935
O 0.162 -3.356 -5.954
H 2.740 -2.818 -5.438
H 1.784 -1.664 -4.425
H 2.619 -1.154 -5.805
H 0.258 -1.386 -6.347
H 2.281 -3.040 -7.843
H 1.192 -1.795 -8.471
C -3.638 -0.352 -3.488
C -2.635 -1.441 -3.997
C -2.254 -2.485 -3.042
O -2.469 -3.693 -3.755
C -3.054 -3.435 -4.933
O -3.349 -4.225 -5.780
O -3.335 -2.107 -5.012
H -4.207 0.168 -4.259
H -3.224 0.454 -2.883
H -4.440 -0.775 -2.883
H -1.694 -1.059 -4.394
H -2.838 -2.502 -2.122
H -1.248 -2.346 -2.646
C 1.493 1.586 4.153
C 2.298 2.755 4.697
C 2.766 2.649 6.094
O 4.166 2.880 6.042
C 4.579 2.883 4.719
O 5.731 2.916 4.351
O 3.520 2.799 3.959
H 2.011 0.627 4.131
H 1.199 1.796 3.124
H 0.646 1.373 4.805
H 1.767 3.707 4.685
H 2.519 1.707 6.584
H 2.264 3.472 6.602
C 4.847 4.643 0.659
C 5.794 3.438 0.661
C 5.284 2.410 -0.366
O 6.533 2.000 -0.970
C 7.483 2.933 -0.780
O 8.623 2.885 -1.238
O 7.034 3.825 0.090
H 3.857 4.408 1.048
H 4.807 5.085 -0.337
H 5.208 5.409 1.345
H 5.964 2.933 1.612
H 4.590 2.849 -1.084
H 4.850 1.597 0.214
O -0.166 -3.913 4.481
P -1.449 -3.683 3.696
N -2.004 -2.111 4.008
C -2.864 -1.940 5.167
C -1.068 -0.991 3.786
N -2.691 -4.833 4.020
C -3.864 -5.012 3.109
C -2.356 -5.914 4.941
N -1.200 -3.750 1.991
C -0.461 -4.870 1.459
C -1.957 -2.923 1.034
H -2.297 -2.242 6.047
H -3.728 -2.597 5.072
H -3.152 -0.890 5.213
H -0.799 -0.858 2.738
H -0.163 -1.218 4.350
H -1.354 -0.004 4.148
H -4.502 -4.128 3.133
H -3.474 -5.110 2.095
H -4.455 -5.898 3.340
H -3.291 -6.243 5.395
H -1.772 -6.661 4.403
H -1.672 -5.617 5.736
H 0.513 -5.023 1.924
H -1.034 -5.777 1.651
H -0.462 -4.943 0.372
H -1.227 -2.232 0.614
H -2.611 -2.213 1.540
H -2.437 -3.542 0.276

***

(3)
C13H29F6N6OPSbV as an isolated structure. Source: the Open Molecules 2025 dataset; level of theory: ωB97M-V/def2-TZVPD.

Results
* charge: +3
* spin multiplicity: 2
* E_LUMO (spin up / spin down): -11.22 / -10.72 eV
* relative energy (zero: lowest compared OMol25 entry of this formula, charge and spin): 41.00 kJ/mol
* max |F|: 1.085 eV/A
* HOMO energy (spin up / spin down): -17.7 / -17.7 eV

Geometry (Å):
V -0.026 -0.601 -0.597
C -4.217 3.048 1.268
N -3.071 2.761 2.269
C -2.084 3.954 2.213
N -1.631 4.161 0.886
C -2.755 4.406 -0.022
N -3.684 3.274 -0.024
C -3.138 2.082 -0.665
P -1.626 1.507 0.252
C -2.390 1.461 1.950
C -0.732 3.115 0.402
H -4.725 3.935 1.647
H -4.888 2.191 1.296
H -3.465 2.708 3.211
H -1.269 3.724 2.898
H -2.645 4.814 2.577
H -2.381 4.575 -1.029
H -3.286 5.300 0.305
H -2.867 2.316 -1.691
H -3.888 1.290 -0.691
H -1.638 1.279 2.718
H -3.142 0.672 2.006
H -0.358 3.393 -0.584
H 0.132 3.022 1.063
C -0.574 -2.643 2.041
C -0.673 -1.779 0.853
O -1.527 -1.746 -0.010
H -0.918 -3.642 1.763
H -1.263 -2.263 2.804
H 0.433 -2.656 2.449
F 0.963 0.854 -1.224
Sb 0.476 0.970 -3.432
F -0.944 1.866 -2.587
F 1.485 2.509 -3.464
F -0.266 0.907 -5.099
F 1.943 -0.171 -3.550
F -0.431 -0.627 -2.621
C 3.604 -2.818 1.440
N 2.858 -2.035 0.443
C 2.610 -0.637 0.744
C 2.310 -2.565 -0.658
N 1.149 -1.988 -1.122
N 2.826 -3.603 -1.284
C 2.051 -4.392 -2.255
C 4.266 -3.925 -1.245
H 3.208 -2.577 2.426
H 4.667 -2.582 1.424
H 3.461 -3.880 1.262
H 3.353 -0.285 1.457
H 1.624 -0.482 1.238
H 2.702 -0.022 -0.145
H 0.909 -2.327 -2.050
H 2.123 -3.958 -3.253
H 1.012 -4.483 -1.943
H 2.474 -5.393 -2.282
H 4.827 -3.110 -0.802
H 4.596 -4.049 -2.275
H 4.441 -4.851 -0.700

***

(4)
One molecule with the formula C22H27ClN4O2. Source: the Open Molecules 2025 dataset; level of theory: ωB97M-V/def2-TZVPD.

Results
* E_LUMO: 0.66 eV
* relative energy (zero: lowest compared OMol25 entry of this formula, charge and spin): 0.00 kJ/mol
* max |F|: 0.609 eV/A
* HOMO energy: -8.6 eV
* SMILES: CN(CCNC(=O)CN1CCN(Cc2ccccc2Cl)C1=O)Cc1ccccc1

Geometry (Å):
C 0.345 1.149 -0.682
N 0.913 -0.122 -0.283
C 1.036 -0.202 1.163
H 1.857 0.425 1.551
C 1.232 -1.641 1.662
N 0.178 -2.506 1.197
C 0.321 -3.280 0.107
O 1.383 -3.520 -0.431
C -1.017 -3.834 -0.400
N -1.896 -2.770 -0.817
C -2.633 -2.046 0.079
O -2.821 -2.332 1.250
N -3.137 -0.966 -0.569
C -4.047 -0.027 0.037
C -3.305 1.144 0.632
C -3.177 2.368 -0.016
C -2.455 3.410 0.548
C -1.837 3.229 1.772
C -1.942 2.014 2.428
C -2.671 0.985 1.860
H -2.758 0.032 2.359
H -1.459 1.871 3.383
H -1.273 4.039 2.209
H -2.378 4.350 0.025
Cl -3.922 2.631 -1.561
H -4.768 0.305 -0.714
H -4.570 -0.562 0.835
C -2.662 -0.867 -1.928
H -3.487 -1.034 -2.633
C -1.610 -1.983 -1.999
H -0.590 -1.580 -1.948
H -1.707 -2.597 -2.898
H -2.233 0.120 -2.122
H -1.517 -4.381 0.403
H -0.835 -4.500 -1.246
H -0.757 -2.341 1.550
H 2.170 -2.061 1.297
H 1.246 -1.637 2.756
H 0.098 0.178 1.581
C 2.139 -0.443 -1.018
C 3.302 0.473 -0.729
C 3.471 1.651 -1.447
C 4.502 2.524 -1.145
C 5.381 2.230 -0.117
C 5.231 1.054 0.597
C 4.199 0.183 0.292
H 4.101 -0.741 0.844
H 5.921 0.812 1.392
H 6.186 2.911 0.121
H 4.620 3.434 -1.715
H 2.797 1.884 -2.260
H 1.887 -0.390 -2.082
H 2.401 -1.478 -0.793
H 0.945 2.014 -0.363
H -0.648 1.246 -0.246
H 0.253 1.174 -1.768

***

(5)
One molecule with the formula C4H7N3. Source: the Open Molecules 2025 dataset; level of theory: ωB97M-V/def2-TZVPD.

Results
* E_LUMO: 1.09 eV
* relative energy (zero: lowest compared OMol25 entry of this formula, charge and spin): 530.86 kJ/mol
* max |F|: 1.358 eV/A
* HOMO energy: -7.8 eV

Geometry (Å):
C -1.593 1.214 1.064
N -1.235 0.491 -0.160
C 0.093 0.170 -0.268
N 0.047 -2.305 -0.507
N 1.108 -1.893 -0.921
C 1.390 -0.416 -0.945
C 1.275 0.404 0.241
H -0.986 2.120 1.143
H -2.645 1.517 1.025
H -1.438 0.618 1.978
H -1.878 -0.271 -0.355
H 1.780 -2.498 -1.428
H 2.200 -0.218 -1.687
H 1.881 1.068 0.819

***

(6)
C17H14BrNO4Zr as an isolated structure. Source: the Open Molecules 2025 dataset; level of theory: ωB97M-V/def2-TZVPD.

Results
* E_LUMO (spin up / spin down): -2.98 / -2.99 eV
* max |F|: 3.949 eV/A
* HOMO energy (spin up / spin down): -5.9 / -5.9 eV

Geometry (Å):
C 0.531 1.307 -1.871
C -0.168 2.424 -1.336
C 0.673 2.994 -0.317
H -0.932 2.966 -1.889
C 1.667 2.017 -0.004
C 1.622 1.039 -1.055
H 2.375 0.270 -1.233
H 0.276 0.747 -2.759
H 0.495 3.936 0.214
H 2.495 2.124 0.690
Zr -0.556 1.873 1.173
Br -2.906 1.598 0.420
C -0.646 -2.896 0.589
C 0.632 -2.841 0.006
C 0.491 -2.324 -1.338
H 1.581 -2.979 0.522
C -0.904 -2.135 -1.598
C -1.607 -2.445 -0.399
H -2.648 -2.208 -0.199
H -0.849 -3.038 1.645
H 1.299 -2.178 -2.051
H -1.299 -1.643 -2.450
O 1.381 -1.339 3.047
C 0.764 -0.301 3.178
O 0.302 0.409 2.110
C 0.422 0.262 4.515
C -0.396 1.390 4.614
C -0.762 1.918 5.842
C -0.301 1.312 7.028
C 0.545 0.182 6.961
C 0.901 -0.341 5.715
N -0.751 1.798 8.278
O -1.531 2.777 8.292
O -0.366 1.233 9.324
H -0.794 1.898 3.714
H -1.416 2.785 5.906
H 0.889 -0.267 7.896
H 1.549 -1.218 5.668

***

(7)
C3H3FN2 as an isolated structure. Source: the Open Molecules 2025 dataset; level of theory: ωB97M-V/def2-TZVPD.

Results
* E_LUMO: 0.82 eV
* relative energy (zero: lowest compared OMol25 entry of this formula, charge and spin): 352.10 kJ/mol
* max |F|: 6.476 eV/A
* HOMO energy: -7.4 eV

Geometry (Å):
C -0.232 1.184 0.003
C -0.393 -1.110 0.014
C 1.449 0.058 -0.072
N 0.940 -1.098 -0.009
N -0.992 0.119 0.020
F 2.665 0.518 0.037
H -0.470 2.212 -0.111
H -0.961 -2.014 0.054
H -2.005 0.132 0.063

***

(8)
One molecule with the formula C27H25FN4O4. Source: the Open Molecules 2025 dataset; level of theory: ωB97M-V/def2-TZVPD.

Results
* E_LUMO: 0.02 eV
* relative energy (zero: lowest compared OMol25 entry of this formula, charge and spin): 235.69 kJ/mol
* max |F|: 1.105 eV/A
* HOMO energy: -7.8 eV
* SMILES: COc1ccc(-n2nc(C(=O)N3CCN(c4ccc(F)cc4)CC3)c3ccccc3c2=O)c(OC)c1

Geometry (Å):
C 2.448 5.167 4.387
H 2.710 4.646 5.313
O 2.966 4.504 3.258
C 2.566 3.234 3.010
C 1.663 2.525 3.781
C 1.295 1.211 3.467
C 1.850 0.619 2.333
C 2.767 1.336 1.566
C 3.130 2.620 1.886
H 3.842 3.169 1.293
H 3.198 0.853 0.702
N 1.533 -0.701 1.878
N 0.413 -0.803 1.168
C 0.054 -1.934 0.654
C 0.844 -3.130 0.805
C 0.506 -4.370 0.250
C 1.334 -5.455 0.431
C 2.517 -5.335 1.159
C 2.868 -4.124 1.709
C 2.040 -3.014 1.538
C 2.425 -1.733 2.133
O 3.417 -1.542 2.810
H 3.776 -3.998 2.280
H 3.155 -6.196 1.292
H 1.064 -6.410 0.005
H -0.416 -4.469 -0.299
C -1.290 -1.984 -0.006
O -2.072 -2.879 0.274
N -1.603 -1.005 -0.879
C -0.726 0.006 -1.418
H 0.236 -0.017 -0.913
C -0.545 -0.217 -2.932
N -1.824 -0.225 -3.607
C -2.354 0.956 -4.112
C -3.706 1.291 -3.989
C -4.216 2.440 -4.565
C -3.372 3.276 -5.268
C -2.031 2.975 -5.417
C -1.533 1.822 -4.848
H -0.493 1.580 -5.001
H -1.392 3.634 -5.983
F -3.866 4.406 -5.825
H -5.259 2.692 -4.462
H -4.384 0.663 -3.434
C -2.682 -1.244 -3.043
H -3.632 -1.273 -3.575
C -2.895 -1.036 -1.538
H -3.474 -1.854 -1.107
H -3.406 -0.085 -1.353
H -2.183 -2.208 -3.193
H 0.096 0.567 -3.330
H -0.061 -1.186 -3.099
H -1.181 0.989 -1.252
O 0.408 0.682 4.344
C 0.076 -0.688 4.320
H -0.517 -0.853 5.219
H 0.968 -1.319 4.362
H -0.528 -0.946 3.446
H 1.209 2.945 4.664
H 2.908 6.154 4.386
H 1.360 5.274 4.325